# 1
{"formula": "C20H21NO2S", "method": "ωB97M-V with the def2-TZVPD basis set", "elements": ["S", "O", "O", "N", "C", "C", "C", "C", "C", "C", "C", "C", "C", "C", "C", "C", "C", "C", "C", "C", "C", "C", "C", "C", "H", "H", "H", "H", "H", "H", "H", "H", "H", "H", "H", "H", "H", "H", "H", "H", "H", "H", "H", "H", "H"], "coordinates": [[0.970, -0.655, -1.951], [1.853, -1.934, 4.482], [1.485, 3.098, -2.800], [-0.919, 0.086, 0.005], [-2.182, -1.166, -2.430], [-0.832, -1.079, 2.108], [-1.938, 2.667, -2.722], [-0.124, -1.568, 3.213], [-1.646, 0.150, -2.265], [-1.198, 2.870, -1.410], [-3.249, -1.428, -3.282], [3.257, -1.609, 4.652], [-3.942, -0.387, -3.876], [-0.156, -0.421, 1.076], [-0.012, 1.851, -1.378], [1.941, -0.899, 2.254], [1.264, -1.454, 3.345], [1.896, 0.713, -2.807], [1.256, -0.288, 1.189], [-3.487, 0.922, -3.649], [3.793, -2.283, 5.929], [-2.369, 1.198, -2.911], [-0.445, 0.391, -1.361], [1.107, 1.974, -2.440], [0.525, 2.047, -0.431], [-1.693, -1.997, -1.958], [-1.919, -0.132, 0.003], [-4.050, 1.755, -4.069], [-1.904, 2.736, -0.604], [-3.575, -2.446, -3.414], [-2.811, 3.325, -2.712], [-0.795, 3.912, -1.343], [-1.912, -1.229, 2.027], [4.854, -2.110, 6.034], [-0.701, -1.968, 4.033], [1.792, 0.216, 0.428], [3.852, -1.987, 3.811], [3.384, -0.536, 4.728], [2.993, -0.875, 2.275], [2.931, 0.800, -2.478], [-1.298, 2.975, -3.565], [1.867, 0.541, -3.903], [-4.786, -0.596, -4.541], [3.632, -3.340, 5.903], [3.291, -1.843, 6.803]], "lowdin_charge": [0.9694, -0.0531, 0.0683, 0.0492, -0.0428, -0.0274, -0.1343, -0.0100, -0.1451, -0.1171, -0.0897, -0.2344, -0.0728, -0.2614, -0.2105, -0.0131, -0.2853, -0.3181, -0.0392, -0.0524, -0.0645, -0.1500, -0.6004, -0.3624, 0.1596, 0.1011, 0.1347, 0.1143, 0.1144, 0.0999, 0.1148, 0.1323, 0.1119, 0.0693, 0.1108, 0.0592, 0.1135, 0.1205, 0.0819, 0.0864, 0.1251, 0.0935, 0.1071, 0.0656, 0.0812], "e_tot_ev": -37500.6239, "smiles": "CCOc1ccc(N[C@]23SCC(=O)[C@H]2CCc2ccccc23)cc1", "lumo_ev": 0.48, "largest_force_ev_per_a": 3.605}



# 2
{"formula": "C20H21NO3", "method": "ωB97M-V with the def2-TZVPD basis set", "elements": ["O", "O", "O", "N", "C", "C", "C", "C", "C", "C", "C", "C", "C", "C", "C", "C", "C", "C", "C", "C", "C", "C", "C", "C", "H", "H", "H", "H", "H", "H", "H", "H", "H", "H", "H", "H", "H", "H", "H", "H", "H", "H", "H", "H", "H"], "coordinates": [[3.539, 3.534, 2.348], [2.578, 2.968, 4.365], [-1.368, 2.244, -0.471], [0.318, 0.933, -1.193], [-0.923, -0.780, -2.442], [0.534, 1.948, 3.409], [-2.385, -3.805, -3.077], [-0.353, 0.647, -2.442], [0.486, 1.986, 0.983], [-0.281, 1.729, -0.280], [1.508, 0.145, -0.947], [-0.076, -1.699, -1.551], [1.754, 2.575, 3.345], [-1.642, -3.626, -1.918], [3.688, 3.588, 3.751], [-3.577, -4.249, -0.624], [-2.254, -3.855, -0.691], [1.380, -1.236, -1.604], [-4.310, -4.422, -1.786], [-0.098, 1.668, 2.200], [-0.212, -3.168, -1.975], [1.727, 2.631, 0.927], [2.337, 2.917, 2.122], [-3.710, -4.201, -3.013], [-1.685, -3.728, 0.219], [3.749, 4.640, 4.075], [-0.933, -1.157, -3.466], [-1.951, -0.773, -2.081], [0.086, 1.695, 4.355], [2.393, 0.663, -1.342], [-4.274, -4.337, -3.924], [2.177, 2.911, -0.011], [-4.039, -4.424, 0.337], [-1.923, -3.639, -4.040], [-1.148, 1.383, -2.564], [1.706, -1.198, -2.645], [-1.067, 1.195, 2.204], [4.611, 3.064, 4.044], [2.028, -1.940, -1.080], [0.373, 0.773, -3.252], [0.176, -3.286, -2.989], [-0.425, -1.605, -0.517], [1.635, 0.033, 0.132], [0.395, -3.785, -1.307], [-5.344, -4.730, -1.735]], "lowdin_charge": [0.0369, 0.0369, 0.0738, -0.0536, -0.1144, 0.0197, -0.0503, -0.1265, -0.1545, -0.4268, -0.1447, -0.3155, -0.2007, -0.2433, -0.1582, -0.0843, -0.0445, -0.1358, -0.0963, -0.0177, -0.1292, 0.0579, -0.1892, -0.0846, 0.1135, 0.1404, 0.1171, 0.1237, 0.1191, 0.1239, 0.1012, 0.1335, 0.1013, 0.1097, 0.1216, 0.1202, 0.1206, 0.1396, 0.1185, 0.1271, 0.1215, 0.1459, 0.1251, 0.1223, 0.0992], "e_tot_ev": -28713.5223, "smiles": "O=C(c1ccc2c(c1)OCO2)N1CCC(Cc2ccccc2)CC1", "lumo_ev": 0.70, "largest_force_ev_per_a": 1.278}



# 3
{"formula": "C20H22BNO15S3", "method": "ωB97M-V with the def2-TZVPD basis set", "elements": ["S", "S", "S", "O", "O", "O", "O", "O", "O", "O", "O", "O", "O", "O", "O", "O", "O", "O", "N", "C", "C", "C", "C", "C", "C", "C", "C", "C", "C", "C", "C", "C", "C", "C", "C", "C", "C", "C", "C", "B", "H", "H", "H", "H", "H", "H", "H", "H", "H", "H", "H", "H", "H", "H", "H", "H", "H", "H", "H", "H", "H", "H"], "coordinates": [[-7.802, 3.665, -3.437], [6.778, 0.405, 1.883], [0.885, -3.752, -0.330], [1.801, -4.546, -1.396], [-7.850, 5.076, -3.622], [7.856, -0.209, 0.838], [-2.529, 4.136, 0.429], [-6.976, 3.363, -2.082], [7.617, 0.116, 3.239], [-2.138, -0.037, -2.070], [5.615, -0.420, 1.876], [-0.438, -3.681, -0.844], [-6.733, 3.049, -4.481], [0.919, -4.859, 0.846], [-8.967, 2.849, -3.453], [3.633, -0.258, 1.789], [1.600, -2.600, 0.117], [6.720, 1.814, 1.690], [3.506, -0.846, -0.627], [-4.815, 2.231, 1.473], [9.108, -0.380, 1.502], [-3.520, 0.687, -0.170], [-0.994, 2.230, 0.584], [-3.622, 1.941, 0.635], [0.149, 2.740, 1.368], [-4.621, -0.312, -0.188], [1.399, -6.095, 0.312], [1.399, 1.945, 1.332], [1.545, 0.688, 0.532], [0.383, 0.202, -0.246], [-5.482, 2.863, -3.815], [-0.893, 0.968, -0.210], [-5.849, 2.534, -2.381], [-2.402, 2.938, 0.550], [-5.817, -0.022, 0.649], [-5.892, 1.204, 1.467], [8.748, -0.704, 2.941], [2.381, -5.694, -0.773], [-2.179, 0.481, -0.976], [2.933, -0.153, 0.542], [-4.559, -1.258, -0.789], [3.344, -5.402, -0.347], [-6.794, 1.384, 2.117], [2.535, -6.487, -1.504], [2.862, -1.620, -0.876], [-5.033, 2.736, -1.689], [0.546, -6.637, -0.106], [9.565, -0.490, 3.629], [-6.636, -0.780, 0.626], [9.658, 0.563, 1.435], [-4.906, 2.069, -4.289], [-6.158, 1.490, -2.282], [2.904, -0.348, 2.443], [0.367, -0.722, -0.875], [2.284, 2.271, 1.937], [9.688, -1.171, 1.030], [-4.899, 3.154, 2.101], [1.862, -6.697, 1.091], [4.344, -1.344, -0.288], [-4.924, 3.801, -3.875], [0.047, 3.680, 1.973], [8.448, -1.750, 3.048]], "lowdin_charge": [0.6253, 0.6683, 0.6541, -0.1781, -0.2225, -0.1899, 0.1027, -0.1879, -0.1879, 0.0989, -0.2340, -0.2011, -0.1902, -0.1782, -0.2240, 0.0120, -0.2433, -0.2115, 0.1457, 0.0073, -0.1772, -0.0677, -0.0587, -0.0723, 0.0085, -0.0019, -0.1662, -0.0059, -0.0515, 0.0487, -0.1644, -0.0387, -0.1716, -0.2907, -0.0642, -0.0598, -0.1758, -0.1640, -0.2857, -0.5145, 0.1168, 0.1350, 0.1022, 0.1379, 0.0455, 0.1215, 0.1354, 0.1342, 0.0983, 0.1329, 0.1378, 0.1292, 0.1207, 0.1060, 0.1110, 0.1341, 0.1160, 0.1379, 0.0731, 0.1353, 0.1156, 0.1315], "e_tot_ev": -86476.7647, "smiles": "NB(O)c1ccc2c(c1)C(=O)c1ccccc1C2=O.O=S1(=O)OCCO1.O=S1(=O)OCCO1.O=S1(=O)OCCO1", "lumo_ev": -0.66, "largest_force_ev_per_a": 5.514}



# 4
{"formula": "C20H22Cl2MoN11O2S3", "method": "ωB97M-V with the def2-TZVPD basis set", "elements": ["Mo", "Cl", "Cl", "S", "S", "S", "O", "O", "N", "N", "N", "N", "N", "N", "N", "N", "N", "N", "N", "C", "C", "C", "C", "C", "C", "C", "C", "C", "C", "C", "C", "C", "C", "C", "C", "C", "C", "C", "C", "H", "H", "H", "H", "H", "H", "H", "H", "H", "H", "H", "H", "H", "H", "H", "H", "H", "H", "H", "H", "H", "H"], "coordinates": [[-1.052, 0.093, 0.354], [-1.870, -3.421, 4.348], [0.578, 0.835, 2.214], [-1.559, -1.298, 2.014], [-1.864, 2.295, 0.900], [4.755, 1.989, -2.251], [-0.332, -1.882, -0.500], [-0.989, -2.789, -2.347], [0.799, 0.576, -0.542], [-1.615, -0.680, -1.693], [-4.168, 0.832, 1.041], [7.438, -1.684, -2.278], [-5.608, 2.132, 2.036], [-0.961, -1.882, -1.574], [-1.952, 1.911, -2.436], [-2.660, -1.312, -3.738], [-4.402, 2.746, 1.881], [-2.626, 0.870, -3.081], [-3.549, -0.222, 0.355], [0.177, -2.139, 5.547], [-0.525, -1.266, 3.418], [0.464, -0.305, 3.543], [1.318, -0.210, 4.614], [3.287, 1.392, -1.599], [-3.507, 1.982, 1.282], [1.002, 1.839, -0.999], [1.867, -0.266, -0.592], [7.390, -0.886, -1.218], [3.085, 0.092, -1.097], [-2.271, -0.404, -2.865], [1.152, -1.153, 5.626], [5.801, 0.550, -2.240], [6.694, -1.361, -3.333], [-5.473, 0.955, 1.521], [-0.665, -2.203, 4.449], [6.588, 0.248, -1.141], [5.860, -0.253, -3.373], [2.185, 2.270, -1.524], [-6.501, -0.105, 1.443], [1.796, -1.115, 6.494], [0.166, 2.518, -0.919], [-3.175, 1.075, -3.907], [-1.361, 2.388, -3.111], [2.076, 0.558, 4.677], [3.891, -0.629, -1.098], [-3.766, -1.086, 0.854], [2.271, 3.296, -1.858], [6.768, -2.015, -4.195], [-7.393, 0.237, 1.962], [0.068, -2.865, 6.341], [-4.272, 3.684, 2.239], [5.290, -0.019, -4.262], [-2.632, 2.570, -2.073], [8.026, -1.156, -0.383], [-6.158, -1.026, 1.918], [-3.970, -0.283, -0.569], [-6.768, -0.315, 0.405], [1.723, -1.253, -0.182], [-3.035, -1.033, -4.634], [6.596, 0.867, -0.254], [-2.432, -2.286, -3.612]], "lowdin_charge": [1.0058, 0.7628, 0.8038, 0.7729, 0.6728, 1.1348, -0.1304, 0.1781, -0.2154, 0.0151, -0.0707, 0.0966, 0.1852, -0.3793, 0.0550, 0.2579, 0.0888, 0.0114, 0.0143, -0.0482, -0.6170, -0.5747, -0.0537, -0.4827, -0.6579, -0.1596, -0.1173, -0.1093, -0.0126, -0.3523, -0.0037, -0.5323, -0.1081, -0.2765, -0.6654, -0.0709, -0.0692, -0.0561, 0.0303, 0.1365, 0.0624, 0.1755, 0.1200, 0.1299, 0.1236, 0.0812, 0.1268, 0.1217, 0.1114, 0.1321, 0.1909, 0.1133, 0.0932, 0.1217, 0.0999, 0.1225, 0.1011, 0.1173, 0.1569, 0.1164, 0.1231], "e_tot_ev": -100961.0206, "total_charge": 3, "lumo_ev": [-10.60, -10.44], "largest_force_ev_per_a": 0.565}



Copy entry 2 word for word.
{"formula": "C20H21NO3", "method": "ωB97M-V with the def2-TZVPD basis set", "elements": ["O", "O", "O", "N", "C", "C", "C", "C", "C", "C", "C", "C", "C", "C", "C", "C", "C", "C", "C", "C", "C", "C", "C", "C", "H", "H", "H", "H", "H", "H", "H", "H", "H", "H", "H", "H", "H", "H", "H", "H", "H", "H", "H", "H", "H"], "coordinates": [[3.539, 3.534, 2.348], [2.578, 2.968, 4.365], [-1.368, 2.244, -0.471], [0.318, 0.933, -1.193], [-0.923, -0.780, -2.442], [0.534, 1.948, 3.409], [-2.385, -3.805, -3.077], [-0.353, 0.647, -2.442], [0.486, 1.986, 0.983], [-0.281, 1.729, -0.280], [1.508, 0.145, -0.947], [-0.076, -1.699, -1.551], [1.754, 2.575, 3.345], [-1.642, -3.626, -1.918], [3.688, 3.588, 3.751], [-3.577, -4.249, -0.624], [-2.254, -3.855, -0.691], [1.380, -1.236, -1.604], [-4.310, -4.422, -1.786], [-0.098, 1.668, 2.200], [-0.212, -3.168, -1.975], [1.727, 2.631, 0.927], [2.337, 2.917, 2.122], [-3.710, -4.201, -3.013], [-1.685, -3.728, 0.219], [3.749, 4.640, 4.075], [-0.933, -1.157, -3.466], [-1.951, -0.773, -2.081], [0.086, 1.695, 4.355], [2.393, 0.663, -1.342], [-4.274, -4.337, -3.924], [2.177, 2.911, -0.011], [-4.039, -4.424, 0.337], [-1.923, -3.639, -4.040], [-1.148, 1.383, -2.564], [1.706, -1.198, -2.645], [-1.067, 1.195, 2.204], [4.611, 3.064, 4.044], [2.028, -1.940, -1.080], [0.373, 0.773, -3.252], [0.176, -3.286, -2.989], [-0.425, -1.605, -0.517], [1.635, 0.033, 0.132], [0.395, -3.785, -1.307], [-5.344, -4.730, -1.735]], "lowdin_charge": [0.0369, 0.0369, 0.0738, -0.0536, -0.1144, 0.0197, -0.0503, -0.1265, -0.1545, -0.4268, -0.1447, -0.3155, -0.2007, -0.2433, -0.1582, -0.0843, -0.0445, -0.1358, -0.0963, -0.0177, -0.1292, 0.0579, -0.1892, -0.0846, 0.1135, 0.1404, 0.1171, 0.1237, 0.1191, 0.1239, 0.1012, 0.1335, 0.1013, 0.1097, 0.1216, 0.1202, 0.1206, 0.1396, 0.1185, 0.1271, 0.1215, 0.1459, 0.1251, 0.1223, 0.0992], "e_tot_ev": -28713.5223, "smiles": "O=C(c1ccc2c(c1)OCO2)N1CCC(Cc2ccccc2)CC1", "lumo_ev": 0.70, "largest_force_ev_per_a": 1.278}